Record 1
{"formula": "C22H25NO2ReS5Sb", "method": "ωB97M-V/def2-TZVPD", "species": ["Re", "O", "C", "C", "C", "C", "C", "C", "C", "C", "N", "H", "H", "H", "H", "H", "H", "H", "H", "H", "H", "H", "S", "Sb", "S", "S", "S", "O", "S", "C", "C", "C", "C", "C", "C", "C", "C", "C", "C", "C", "C", "C", "C", "H", "H", "H", "H", "H", "H", "H", "H", "H", "H", "H", "H", "H", "H"], "xyz": [[-0.77946, -0.24460, 1.15268], [0.17039, -0.72867, 3.08721], [0.05824, -2.03421, 3.74149], [-1.22585, -2.10730, 4.54495], [-2.43496, -1.63118, 3.72041], [-2.58053, -2.37516, 2.42605], [-3.16136, -3.63555, 2.44569], [-3.38574, -4.33705, 1.27330], [-3.07310, -3.71676, 0.06252], [-2.47868, -2.48499, 0.08323], [-2.17380, -1.82504, 1.24217], [0.31351, -0.04538, 3.75970], [0.93156, -2.19626, 4.37150], [0.07819, -2.77555, 2.94069], [-1.15249, -1.48528, 5.43921], [-1.36115, -3.13624, 4.88140], [-2.38223, -0.55486, 3.54544], [-3.33557, -1.80586, 4.30948], [-3.46257, -4.05195, 3.39850], [-3.81677, -5.33031, 1.29213], [-3.30194, -4.18397, -0.88542], [-2.23925, -1.98978, -0.84438], [-1.07769, 4.18649, -1.97682], [-2.46211, 2.41634, -0.74622], [-1.07676, 0.27310, -1.01968], [-1.93804, 1.55360, 1.74761], [-4.65076, 2.04676, -1.10683], [1.15861, 0.75835, 1.18190], [2.30597, 1.55285, 0.58399], [2.90491, 0.57484, -0.85732], [2.02817, -0.54684, -1.32609], [1.80996, -1.66602, -0.49678], [1.17850, -2.79334, -1.00549], [0.74315, -2.81984, -2.32987], [0.95759, -1.72032, -3.15321], [1.58596, -0.58791, -2.65124], [1.31685, 3.00544, -0.09226], [1.63347, 3.68301, -1.37318], [2.74005, 4.46613, -1.53332], [2.93976, 5.20670, -2.71834], [2.05633, 5.11936, -3.80769], [0.94573, 4.33936, -3.70498], [0.65101, 3.58018, -2.47648], [3.83932, 0.14640, -0.48350], [3.16156, 1.29023, -1.63994], [2.25770, -1.69895, 0.49330], [1.06605, -3.67866, -0.39074], [0.28217, -3.71135, -2.73521], [0.66619, -1.76255, -4.19479], [1.81761, 0.23226, -3.32252], [1.42482, 3.70902, 0.73731], [0.30394, 2.61312, -0.09099], [3.45567, 4.56997, -0.72520], [3.79558, 5.87172, -2.78184], [2.25613, 5.67913, -4.71276], [0.24969, 4.25879, -4.53305], [0.46650, 2.52856, -2.74570]], "total_energy_ha": -3366.4127, "charge": 4, "gap_ev": [5.2, 5.3], "multiplicity": 1}

Record 2
{"formula": "C2H3NS3", "method": "ωB97M-V/def2-TZVPD", "species": ["C", "C", "S", "S", "S", "N", "H", "H", "H"], "xyz": [[-0.51971, -0.82302, -0.01445], [0.11440, -0.38603, 1.01850], [0.93194, 1.12144, 1.62882], [1.95027, 1.93865, 0.01738], [-0.21764, 1.63310, -1.11913], [-0.83632, -0.01189, -1.08341], [-0.99498, -1.79347, -0.24056], [0.42216, -1.16327, 1.75795], [-0.85012, -0.51552, -1.96510]], "total_energy_ha": -1327.2449, "charge": 0, "e_above_lowest_kcal_mol": 45.0, "gap_ev": 7.1, "multiplicity": 1, "smiles": "c1csss[nH]1"}

Record 3
{"formula": "C2H6N2O3P", "method": "ωB97M-V/def2-TZVPD", "species": ["H", "N", "C", "C", "N", "P", "O", "O", "O", "H", "H", "H", "H", "H"], "xyz": [[-1.23296, 1.84633, -0.51511], [-0.35658, 1.56524, -0.11858], [-0.19412, 0.38835, 0.22353], [-1.06570, -0.80053, 0.30331], [1.25873, 0.04212, 0.97895], [2.64177, -0.01953, -0.14852], [2.18565, -0.34988, -1.49534], [3.67105, -0.72792, 0.62349], [3.08131, 1.53783, -0.23289], [-0.85364, -1.33798, -0.63069], [-2.10775, -0.59147, 0.59252], [-0.60655, -1.28173, 1.16023], [1.13945, -0.80363, 1.55202], [2.42683, 2.12525, -0.56315]], "total_energy_ha": -756.5367, "charge": -1, "e_above_lowest_kcal_mol": 23.8, "gap_ev": 8.4, "multiplicity": 1, "smiles": "[H]/N=C(\\C)N[P@](=O)([O-])O"}

Record 4
{"formula": "C5H14", "method": "ωB97M-V/def2-TZVPD", "species": ["C", "C", "C", "H", "H", "H", "H", "H", "H", "H", "H", "C", "C", "H", "H", "H", "H", "H", "H"], "xyz": [[0.55862, 1.41211, -2.88229], [0.45223, 0.52874, -1.67742], [-0.79213, 0.90898, -0.83188], [1.24208, 1.00173, -3.63166], [-0.41229, 1.52337, -3.37390], [0.85099, 2.43463, -2.64401], [1.27043, 0.52109, -0.96453], [0.31676, -0.53047, -1.92126], [-0.63059, 0.94062, 0.24367], [-1.66168, 0.23538, -0.86776], [-1.24053, 1.81103, -1.25735], [0.29796, -1.17761, 3.14862], [-0.36027, -1.59917, 1.81845], [-0.28853, -0.72284, 3.95184], [0.80216, -2.04756, 3.56383], [0.95610, -0.32866, 2.92162], [-1.09292, -2.39022, 1.92178], [-0.72604, -0.69249, 1.35421], [0.45764, -1.82865, 1.12804]], "total_energy_ha": -198.8645, "charge": 0, "e_above_lowest_kcal_mol": 15.5, "gap_ev": 12.3, "multiplicity": 1, "smiles": "CCC.CC"}